(a)
ORCA calculation (ωB97M-V/def2-TZVPD) on a 2-piece molecular cluster, C2H9OS overall.

Calculated values
HOMO level = -15.1 eV
Kohn-Sham gap = 11.154 eV
total charge = +1

Each line ends with the natural charge from an NBO analysis.
Positions of all 13 atoms, in Å:
O: 3.1440 0.3311 -0.6651  -0.99
H: 3.9860 -0.1532 -1.1754  0.52
H: 2.9667 1.2011 -0.9977  0.48
H: 0.5247 0.6514 0.3409  0.17
C: -1.9628 0.6444 0.7092  -0.83
S: -0.4139 -0.1579 0.6508  0.73
C: -0.7563 -0.8646 -0.9908  -0.70
H: -2.7952 0.0099 0.3117  0.29
H: -2.0005 1.6618 0.3097  0.28
H: -2.3985 0.7771 1.6823  0.28
H: 0.2704 -0.9832 -1.2694  0.26
H: -1.3093 -1.6951 -0.9673  0.25
H: -1.4580 -0.2710 -1.6383  0.27

(b)
ORCA calculation (ωB97M-V/def2-TZVPD) on a 2-piece molecular cluster, C2H9OS overall.

Calculated values
HOMO level = -16.2 eV
Kohn-Sham gap = 13.030 eV
total charge = +1

Each line ends with the natural charge from an NBO analysis.
Positions of all 13 atoms, in Å:
O: 2.2823 -1.1088 0.8005  -0.97
H: 3.2374 -1.0038 0.6779  0.50
H: 2.2143 -1.5917 1.6342  0.50
H: 0.8730 -0.1774 -0.0448  0.23
C: -0.9902 0.9435 1.0678  -0.73
S: -0.1714 0.5834 -0.5035  0.62
C: -1.3419 -0.6403 -1.1596  -0.72
H: -2.0346 1.1109 0.8463  0.26
H: -0.8870 0.0643 1.7036  0.25
H: -0.4988 1.7606 1.5771  0.27
H: -1.4975 -1.4107 -0.4067  0.25
H: -0.9197 -1.1134 -2.0365  0.27
H: -2.2219 -0.0493 -1.3861  0.26

(c)
ORCA calculation (ωB97M-V/def2-TZVPD) on a 2-piece molecular cluster, C2H9OS overall.

Calculated values
HOMO level = -15.4 eV
Kohn-Sham gap = 11.566 eV
total charge = +1

Each line ends with the natural charge from an NBO analysis.
Positions of all 13 atoms, in Å:
O: -2.2697 -0.9738 1.4780  -0.96
H: -2.9402 -1.3798 0.9209  0.49
H: -2.2505 -1.5036 2.2755  0.51
H: -1.1745 -0.2879 0.0601  0.28
C: 1.1804 -0.0595 0.7921  -0.74
S: -0.1206 0.5085 -0.3107  0.48
C: 0.7132 0.9447 -1.9000  -0.64
H: 1.5433 -1.0343 0.4736  0.25
H: 1.9717 0.6988 0.8035  0.26
H: 0.7659 -0.0016 1.8030  0.28
H: -0.0367 1.4246 -2.5028  0.27
H: 1.1320 0.0309 -2.3050  0.25
H: 1.4858 1.6329 -1.5882  0.27

Most stable structure, least stable structure: (b), (a).

(a)
ORCA calculation (ωB97M-V/def2-TZVPD) on an isolated ion of composition C5H8BrN2 and charge +1.

Calculated values
HOMO level = -14.8 eV
Kohn-Sham gap = 8.838 eV
total charge = +1
SMILES string = C[C@H]1[NH+]=CN=C[C@@H]1Br

Each line ends with the natural charge from an NBO analysis.
Positions of all 16 atoms, in Å:
C: -1.4151 -1.2029 0.1647  -0.62
C: -0.0754 -0.6991 -0.4777  -0.06
N: -0.3464 0.6973 -1.1609  -0.45
C: 0.0617 1.7994 -0.6786  0.40
N: 0.4955 1.9560 0.5372  -0.45
C: 0.8983 0.8851 1.1322  0.22
C: 0.9161 -0.4875 0.7054  -0.28
Br: 2.9249 -0.5918 -0.0247  0.05
H: -1.4233 -0.9465 1.1250  0.21
H: -1.3736 -2.2928 0.1097  0.25
H: -2.3440 -0.8697 -0.3080  0.25
H: 0.3495 -1.3800 -1.2105  0.26
H: -0.7607 0.6481 -2.0662  0.44
H: 0.0932 2.7357 -1.1917  0.24
H: 1.2794 1.1659 2.1683  0.25
H: 0.7200 -1.4173 1.1757  0.29

(b)
ORCA calculation (ωB97M-V/def2-TZVPD) on a 2-piece molecular cluster, C5H8BrN2 overall.

Calculated values
HOMO level (alpha / beta) = -12.4 / -12.4 eV
Kohn-Sham gap (alpha / beta) = 7.859 / 7.858 eV
total charge = +1

Each line ends with the natural charge from an NBO analysis.
Positions of all 16 atoms, in Å:
C: -0.3434 0.7963 -0.8620  -0.09
C: 0.2285 -2.5532 0.5744  -0.10
C: 1.7157 -0.5632 0.3398  0.38
C: -0.3748 -2.9274 -0.5742  -0.25
C: -0.4902 2.5392 0.8042  -0.41
N: 1.2194 -1.6327 0.5858  -0.29
N: -0.8044 1.9506 -0.5451  -0.51
Br: 2.9106 0.7554 0.1775  0.39
H: -0.4567 0.4753 -1.8966  0.15
H: 0.0704 -3.2094 1.3545  0.25
H: -1.1083 -3.7861 -0.7312  0.25
H: -0.1112 -2.4574 -1.4167  0.19
H: -0.5381 1.7754 1.5452  0.22
H: 0.5434 2.9840 0.8564  0.21
H: -1.2521 3.2139 1.0008  0.22
H: -1.2088 2.6394 -1.2128  0.40

Most stable structure, least stable structure: (a), (b).

(a)
ORCA calculation (ωB97M-V/def2-TZVPD) on an isolated ion of composition C5H8BrN2 and charge +1.

Calculated values
HOMO level = -14.1 eV
Kohn-Sham gap = 9.313 eV
total charge = +1

Each line ends with the natural charge from an NBO analysis.
Positions of all 16 atoms, in Å:
C: -0.7268 0.3419 1.3634  0.27
C: -1.1570 -0.1880 -0.7326  0.56
C: 0.7059 0.6461 1.1753  -0.52
C: 1.3683 -0.0205 -0.0067  -0.48
C: 0.6268 -1.2324 -0.5114  -0.13
N: -1.5553 0.0689 0.4428  -0.48
N: -1.5552 0.3864 -1.7892  -0.72
Br: 0.5055 -2.4631 0.9887  0.13
H: -1.2137 0.4833 2.4291  0.24
H: 0.9009 1.6780 1.0523  0.28
H: 1.1661 0.3636 2.0429  0.26
H: 1.4716 0.6528 -0.8419  0.23
H: 2.3734 -0.3403 0.2115  0.27
H: 0.8146 -1.7124 -1.3920  0.21
H: -1.5167 0.1953 -2.8118  0.46
H: -2.2083 1.1406 -1.6202  0.42

(b)
ORCA calculation (ωB97M-V/def2-TZVPD) on a 2-piece molecular cluster, C5H8BrN2 overall.

Calculated values
HOMO level (alpha / beta) = -14.3 / -14.2 eV
Kohn-Sham gap (alpha / beta) = 5.855 / 5.861 eV
total charge = +1

Each line ends with the natural charge from an NBO analysis.
Positions of all 16 atoms, in Å:
C: -1.2863 -0.6051 -0.4468  -0.03
C: -1.1008 0.7886 -0.4346  -0.01
C: 0.7465 -0.1614 0.1782  0.57
C: 0.3302 -2.5817 -0.1873  -0.40
C: 0.8431 2.2803 0.2342  -0.42
N: -0.0433 -1.1853 -0.1743  -0.37
N: 0.2074 1.0146 -0.0850  -0.37
Br: 3.8836 0.0608 0.1520  0.07
H: -2.1570 -1.1311 -0.7427  0.26
H: -1.6174 1.5905 -0.7099  0.24
H: 1.4243 -2.7196 -0.5740  0.26
H: 0.2813 -2.9283 0.7804  0.23
H: -0.4379 -3.1123 -0.7901  0.24
H: 1.9214 2.1340 0.0286  0.25
H: 0.2519 3.0692 -0.2230  0.24
H: 0.7438 2.4520 1.3587  0.24

Most stable structure, least stable structure: (a), (b).